C37H62BrCl5Cs2FIN6O5S | wB97M-V/def2-TZVPD

Highest occupied orbital energy (eV): -4.79
Orbital gap (eV): 2.123
Net charge: 0
DFT total energy (hartree): -7861.69890
Strongest force on any atom (hartree/bohr): 0.1896

Last column: Löwdin charge in e.
Element x y z (Å)
1 O -0.24392 -2.73064 3.05987  -0.133
2 C -0.53579 -4.04327 2.85155  -0.586
3 Br 0.98552 -5.36345 2.87541  0.664
4 C -2.09142 -4.58058 2.54958  -0.080
5 N -3.03432 -3.41080 2.18192  -0.144
6 N -3.77907 -3.01807 3.23496  0.065
7 C -4.64518 -1.92548 2.84036  -0.520
8 I -5.99191 -1.23903 4.48715  0.770
9 C -4.80266 -1.14313 1.46986  -0.184
10 F -5.75521 -0.01344 1.34708  -0.461
11 C -3.85399 -1.68599 0.26372  0.095
12 C -2.97809 -2.92889 0.80734  -0.029
13 C -1.98241 -3.65848 -0.28926  -0.135
14 C -1.80485 -2.84656 -1.70141  -0.210
15 C -0.77879 -1.58549 -1.39356  -0.225
16 C -0.08168 -1.09821 -2.79483  -0.207
17 C 0.85449 0.24214 -2.67554  -0.219
18 C 1.99051 0.19562 -1.49407  -0.445
19 C 3.31533 1.10303 -1.96199  -0.458
20 S 2.84135 2.75874 -2.72389  0.577
21 C 2.73866 4.00944 -1.30508  -0.402
22 N 3.08823 5.49045 -1.26710  -0.010
23 N 2.75388 5.84194 0.04982  -0.063
24 C 2.21669 4.64323 0.85911  -0.101
25 O 2.22255 3.45206 -0.01233  -0.159
26 H -2.13340 -5.46567 1.78727  0.138
27 H -2.41448 -5.06790 3.59295  0.167
28 H -3.88599 -1.23143 -0.81157  0.124
29 H -0.90979 -3.89834 0.10597  0.107
30 H -2.49530 -4.69975 -0.56844  0.143
31 H -2.80129 -2.53689 -2.23078  0.089
32 H -1.23494 -3.58399 -2.44345  0.136
33 H -1.25885 -0.72615 -0.75199  0.126
34 H 0.09793 -2.03465 -0.71939  -0.015
35 H 0.62377 -1.96841 -3.18417  0.126
36 H -0.92358 -0.94025 -3.62375  0.134
37 H 0.15578 1.19335 -2.64978  0.130
38 H 1.45127 0.32295 -3.70599  0.081
39 H 1.61327 0.72693 -0.49338  0.066
40 H 2.40428 -0.87721 -1.27203  -0.137
41 H 4.02555 0.50658 -2.69471  0.054
42 H 3.95388 1.35425 -1.00008  0.095
43 H 1.87503 4.63297 2.00080  0.132
44 Cl 2.89631 2.22964 -5.09286  -0.347
45 Cl -6.86918 -0.44109 -0.18717  -0.046
46 C -0.50643 6.76151 0.85130  -0.102
47 C -1.23800 5.42577 0.91484  -0.215
48 C -2.63027 5.45408 1.55233  -0.103
49 N -2.69421 5.45180 3.09506  -0.230
50 C -2.21853 4.11603 3.64530  0.038
51 C -1.96992 6.60650 3.78164  -0.078
52 C -2.87509 7.78845 3.52546  -0.287
53 C -4.25542 7.21248 3.79417  -0.412
54 C -4.16644 5.71329 3.51168  -0.401
55 H 0.08243 6.95492 1.74994  0.066
56 H 0.20837 6.75112 0.01751  0.069
57 H -1.19588 7.59562 0.68639  0.079
58 H -0.59296 4.66480 1.36524  0.086
59 H -1.38793 5.10998 -0.12663  0.128
60 H -3.17530 4.55545 1.23893  0.131
61 H -3.20149 6.31705 1.19050  0.135
62 H -1.17057 3.97617 3.37182  0.105
63 H -2.84453 3.32601 3.22061  0.111
64 H -2.31706 4.12857 4.73504  0.114
65 H -1.92987 6.37794 4.85579  0.149
66 H -0.95091 6.69432 3.41958  0.119
67 H -2.79571 8.13491 2.49256  0.113
68 H -2.64504 8.63476 4.17885  -0.059
69 H -5.02125 7.70070 3.18326  0.091
70 H -4.53398 7.37001 4.84545  -0.044
71 H -4.83206 5.38231 2.70828  -0.003
72 H -4.37398 5.13444 4.41868  0.050
73 Cs -6.75757 5.60599 3.97244  1.375
74 N -3.92761 -3.84399 -3.68118  0.034
75 C -5.16747 -4.32788 -3.44886  -0.136
76 C -6.01906 -4.77608 -4.44588  -0.066
77 C -5.57605 -4.72227 -5.76320  -0.070
78 C -4.30466 -4.22723 -6.03454  -0.068
79 C -3.52455 -3.80573 -4.96979  -0.142
80 H -5.46855 -4.34648 -2.40547  0.104
81 H -7.00396 -5.15741 -4.20127  0.106
82 H -6.21598 -5.06346 -6.57174  0.109
83 H -3.93025 -4.17170 -7.05041  0.105
84 H -2.52360 -3.41481 -5.12972  0.103
85 Cl 6.14791 2.20165 -4.02185  0.550
86 C 7.21936 1.00535 -4.79225  -0.649
87 C 6.59908 -0.38248 -4.82739  -0.641
88 Cl 6.46908 -1.10263 -3.20332  0.551
89 H 8.17274 1.00730 -4.25436  0.067
90 H 7.40372 1.35609 -5.81201  0.076
91 H 7.22490 -1.05450 -5.42203  0.072
92 H 5.59925 -0.36604 -5.27263  0.072
93 C 4.95468 -5.51530 -0.84053  -0.115
94 O 5.87781 -6.34475 -1.53487  -0.185
95 C 5.22563 -7.24216 -2.43993  -0.189
96 C 5.35089 -6.75916 -3.88675  -0.192
97 O 4.59871 -5.56095 -4.10022  -0.197
98 C 5.42862 -4.40540 -4.14072  -0.130
99 H 5.51772 -4.73880 -0.31491  0.090
100 H 4.25080 -5.02944 -1.52367  0.080
101 H 4.40563 -6.10885 -0.10296  0.085
102 H 4.17492 -7.38468 -2.16110  0.123
103 H 5.73191 -8.20923 -2.34634  0.125
104 H 4.92819 -7.52206 -4.54863  0.123
105 H 6.40311 -6.61840 -4.16580  0.128
106 H 6.00256 -4.39452 -5.07210  0.091
107 H 6.10782 -4.36367 -3.28464  0.074
108 H 4.78555 -3.52112 -4.11729  0.071
109 C 1.47140 1.05150 6.42363  -0.119
110 C 1.46536 -0.48245 6.52928  -0.749
111 C 0.90515 -1.07905 5.22712  -0.130
112 O 0.64958 -0.81870 7.51328  -0.297
113 H 0.46779 1.46526 6.25913  0.051
114 H 1.88115 1.51469 7.33015  0.062
115 H 2.09725 1.37250 5.58235  0.039
116 H 2.52151 -0.78518 6.56772  0.099
117 H -0.11942 -0.74407 5.01823  0.062
118 H 0.90032 -2.17596 5.25717  0.051
119 H 1.52533 -0.77928 4.37390  0.032
120 Cs 2.19679 -1.57906 0.62048  1.128
121 Cl -3.70965 9.04556 5.67380  -0.116